A molecular structure, C27H44N2O3PRhS7. Source: the OMol25 dataset; level of theory: ωB97M-V/def2-TZVPD.

```
! RIJCOSX wB97M-V def2-TZVPD def2/J DEFGRID3
* xyz 0 1
Rh -1.6839 -0.7061 -1.4304
O -1.8992 5.4723 -4.2620
C -1.8819 4.3678 -3.7831
S -2.8955 3.8382 -2.4425
C -2.2760 2.2105 -2.3307
C -1.3725 1.8627 -3.1580
S -0.6207 0.3087 -3.1700
S -0.8550 3.0515 -4.3293
S -2.8761 1.1997 -1.0600
O -0.2361 0.0406 -0.0576
P 1.1948 0.2946 0.0734
C 2.2399 -0.8917 -0.8688
C 3.7692 -0.7829 -0.6051
C 4.3201 -2.0554 0.0422
C 4.1000 -3.2832 -0.8563
C 2.7239 -3.2364 -1.5596
C 1.7360 -2.3414 -0.8053
C 1.5979 0.2941 1.8418
C 1.3284 -1.0607 2.4992
C 1.7079 -1.0379 3.9872
C 1.3827 0.3073 4.6632
C 0.2670 1.0160 3.9035
C 0.7698 1.4144 2.5145
C 1.5803 1.9051 -0.6486
C 2.8144 2.6662 -0.0981
C 2.4368 4.0659 0.4057
C 1.7575 4.8968 -0.6920
C 0.6617 4.0831 -1.4336
C 0.3220 2.7881 -0.6996
H 2.0478 -0.5563 -1.9010
H 4.0124 0.0799 0.0174
H 4.2796 -0.6170 -1.5554
H 3.8323 -2.2063 1.0036
H 5.3824 -1.9338 0.2580
H 4.1885 -4.1895 -0.2552
H 4.8943 -3.3333 -1.6051
H 2.3156 -4.2421 -1.6651
H 2.8347 -2.8397 -2.5752
H 1.6144 -2.7002 0.2152
H 0.7457 -2.3901 -1.2646
H 2.6658 0.5168 1.9472
H 1.8955 -1.8368 2.0189
H 0.2734 -1.3209 2.3603
H 2.7736 -1.2567 4.0941
H 1.1745 -1.8490 4.4898
H 2.2682 0.9529 4.6650
H 1.1119 0.1519 5.7076
H -0.0764 1.9052 4.4328
H -0.6071 0.3411 3.8171
H 1.3989 2.3072 2.6093
H -0.0804 1.6851 1.8891
H 1.7843 1.6321 -1.6908
H 3.5515 2.7673 -0.9028
H 3.3203 2.1187 0.7023
H 3.3314 4.5739 0.7687
H 1.7627 3.9780 1.2666
H 2.5139 5.2396 -1.4039
H 1.3274 5.7954 -0.2461
H 1.0005 3.8253 -2.4392
H -0.2446 4.6785 -1.5637
H -0.4961 2.2416 -1.2266
H -0.0497 3.0041 0.3058
C -2.9589 -5.2846 -2.7209
O -3.5219 -3.9570 -2.6952
C -2.6877 -2.9247 -2.8704
S -1.0798 -3.0459 -3.1959
S -3.3811 -1.3865 -2.8129
H -3.7896 -5.9583 -2.5394
H -2.2069 -5.3808 -1.9449
H -2.5060 -5.4868 -3.6829
C -2.8999 -0.0234 2.1172
N -3.8542 -0.7030 1.2377
C -5.2751 -0.3633 1.2257
C -5.7897 -1.2435 0.0913
N -4.7770 -2.3035 0.0679
C -3.6289 -1.8433 0.5738
S -2.1335 -2.5937 0.3575
H -3.0593 -0.3082 3.1614
H -3.0240 1.0538 2.0140
H -1.8935 -0.2824 1.8115
H -5.4108 0.6991 1.0317
H -5.7310 -0.6130 2.1882
H -5.7839 -0.7039 -0.8569
H -6.7807 -1.6425 0.2838
H -4.6871 -2.9152 -0.7570
*
```

The value obtained for the LUMO energy is -0.638 eV. Its energy above the lowest of the compared OMol25 structures with the same formula, charge and spin is 1.591 eV.

Here are the Löwdin charges for atoms 1 to 8, given in e: number 1, Rh, carries 0.2511; number 2, O, carries -0.0484; number 3, C, carries -1.0246; number 4, S, carries 0.9874; number 5, C, carries -1.1599; number 6, C, carries -1.1506; number 7, S, carries 0.6098; number 8, S, carries 0.9953

8 unconnected molecules or ions with the total composition C27H45Br15ClO5PS. Source: the OMol25 dataset; level of theory: ωB97M-V/def2-TZVPD.

```
! RIJCOSX wB97M-V def2-TZVPD def2/J DEFGRID3
* xyz 0 1
C -1.7860 -1.8048 -7.0817
C -1.7387 -3.0235 -6.1856
O -1.3149 -2.5845 -4.8941
C -0.9632 -3.6542 -4.0480
C -1.5240 -3.3653 -2.6658
O -0.8187 -4.0690 -1.6380
C 0.3439 -3.5278 -1.2368
C 1.4923 -4.2074 -1.2526
S 1.6880 -5.7017 -2.1466
C 2.6162 -3.7275 -0.4117
O 3.7028 -4.2805 -0.4382
C 2.3718 -2.6285 0.5949
C 3.4471 -2.3559 1.5825
C 4.6696 -1.5576 1.0490
C 4.7348 -0.1294 1.5366
Cl 4.8161 -1.5199 -0.7343
C 1.1821 -2.0127 0.5790
P 0.3902 -1.1291 1.9610
O -1.0151 -0.6849 1.2763
Br 1.4286 0.8147 2.4087
C 0.4264 -2.1371 -0.7037
O 0.0072 -1.1564 -1.2997
H -1.0133 -1.8555 -7.8387
H -1.6023 -0.9136 -6.5033
H -2.7316 -1.7335 -7.5980
H -2.7327 -3.4429 -6.0645
H -1.0387 -3.7610 -6.5641
H -1.4212 -4.5635 -4.4219
H 0.1141 -3.7959 -3.9895
H -1.5898 -2.2971 -2.5069
H -2.5374 -3.7399 -2.6381
H 2.9531 -5.5671 -2.5690
H 3.8404 -3.3169 1.8993
H 3.0649 -1.8674 2.4676
H 5.5495 -2.0531 1.4276
H 4.6742 -0.1169 2.6182
H 3.9651 0.4710 1.0753
H 5.6825 0.3031 1.2464
H -0.7682 -0.0825 0.5524
Br 2.1100 0.9956 -1.8157
C 0.9276 2.3430 -2.5743
C 0.2935 3.2162 -1.5239
Br -1.1884 2.3266 -0.6233
H 0.1903 1.8201 -3.1749
H 1.5667 2.9375 -3.2232
H -0.1562 4.0941 -1.9807
H 0.9957 3.5258 -0.7553
Br 1.3134 5.0648 3.6918
C 1.2506 3.6575 5.0357
C 2.0715 4.0113 6.2450
Br 3.9765 3.7948 5.9065
H 1.5836 2.7458 4.5530
H 0.2001 3.5615 5.3005
H 1.8449 3.3348 7.0665
H 1.9260 5.0341 6.5707
Br -4.3159 -2.3983 -0.1990
C -4.4401 -3.8381 1.1067
C -3.6025 -3.5500 2.3215
Br -1.7129 -3.8300 1.9695
H -4.1438 -4.7496 0.5988
H -5.4926 -3.8967 1.3750
H -3.8503 -4.2336 3.1301
H -3.7049 -2.5268 2.6714
Br 2.8034 6.8635 8.6838
C 3.3653 5.9980 10.3325
C 2.5240 4.7897 10.6426
Br 0.7749 5.2851 11.3347
H 3.3227 6.7513 11.1112
H 4.3997 5.7061 10.1662
H 2.9872 4.1951 11.4263
H 2.3516 4.1673 9.7713
Br -2.7807 6.2214 0.5421
C -0.9223 6.7275 0.2889
C -0.7602 7.7126 -0.8385
Br -0.9053 6.8634 -2.5845
H -0.3662 5.8083 0.1353
H -0.6151 7.1809 1.2286
H 0.2330 8.1550 -0.8171
H -1.5071 8.4983 -0.8147
Br -6.4304 -1.2946 4.4750
C -6.2946 0.4022 3.5290
C -5.1937 0.3725 2.5052
Br -3.4369 0.5285 3.3261
H -6.1493 1.1707 4.2800
H -7.2598 0.5423 3.0477
H -5.2725 1.2232 1.8324
H -5.1882 -0.5441 1.9238
Br 1.3794 -2.8473 -8.9959
C 0.9950 -4.4931 -9.9581
C 0.1995 -4.2299 -11.2073
Br -1.6659 -3.8569 -10.7991
H 0.4795 -5.1491 -9.2651
H 1.9652 -4.9180 -10.2048
H 0.1865 -5.1117 -11.8436
H 0.5736 -3.3822 -11.7705
*
```

The value obtained for the LUMO energy is -1.024 eV. The SMILES is CCOCCOC1=C(S)C(=O)C(C[C@H](C)Cl)=C(P(O)Br)C1=O.BrCCBr.BrCCBr.BrCCBr.BrCCBr.BrCCBr.BrCCBr.BrCCBr.

Here are the Löwdin charges for atoms 1 to 8, given in e: number 1, C, carries -0.0728; number 2, C, carries -0.2556; number 3, O, carries -0.1440; number 4, C, carries -0.1865; number 5, C, carries -0.1417; number 6, O, carries -0.0316; number 7, C, carries -0.2690; number 8, C, carries -0.4491

A molecular structure, C27H45Br3Cl2NO12. Source: the OMol25 dataset; level of theory: ωB97M-V/def2-TZVPD.

```
! RIJCOSX wB97M-V def2-TZVPD def2/J DEFGRID3
* xyz -1 1
C 5.2501 -2.6218 1.4504
C 3.9498 -3.0440 2.2448
C 3.4007 -1.7880 3.0077
C 1.9331 -1.3901 2.6293
O 1.1421 -2.4968 2.2314
C -0.0478 -2.0727 1.5446
O -1.0692 -2.8514 2.0227
C -1.4800 -2.4442 3.3397
C -2.7162 -1.5056 3.1974
O -3.7404 -1.7778 4.1504
C -4.9782 -1.2296 3.7458
C -4.9185 0.3014 3.3797
O 0.2517 -2.2295 0.1739
C -0.6651 -1.7757 -0.7604
C -2.0295 -2.5335 -0.8209
C -1.9098 -4.0758 -0.7034
O -2.6054 -4.6547 0.0042
Cl -0.7483 -5.0537 -1.6856
O -0.0403 -2.0972 -2.0759
C 1.2232 -2.4665 -1.9145
N 2.2876 -2.8289 -1.9221
C -0.8417 -0.1756 -0.8545
Cl 0.7497 0.5130 -0.3815
C -1.9696 0.3427 0.1118
C -2.2159 1.8752 0.0345
O -1.1816 2.7032 0.5706
C -1.0677 2.6504 1.9117
O -1.7723 2.0554 2.6654
C 0.0878 3.5088 2.5001
C 0.3696 4.8130 1.6695
O -1.3349 0.0650 -2.1574
C -0.5519 0.7558 -3.0950
C -0.7160 2.3298 -3.0724
O 0.0766 2.9715 -2.0831
C 1.1746 3.6125 -2.7132
O 1.9582 4.1943 -1.6915
C 3.3355 3.8585 -1.8509
C 3.6811 2.4467 -1.2864
O 3.5366 1.4387 -2.3136
C -1.1696 0.3906 -4.5386
Br -3.0151 -0.3347 -4.2399
C -0.3644 -0.6782 -5.3593
C 1.1854 -0.5697 -5.2732
Br -0.9333 -2.5758 -5.1285
H 5.4380 -3.3324 0.6141
H 6.1377 -2.5382 2.1127
H 5.0479 -1.6412 0.9691
H 4.1945 -3.8102 3.0049
H 3.2587 -3.4490 1.4843
H 3.4822 -1.8725 4.1134
H 4.0562 -0.9294 2.7286
H 2.0003 -0.5831 1.8654
H 1.4868 -0.9043 3.5367
H -0.1348 -0.9892 1.8172
H -0.6626 -2.0348 3.9682
H -1.8762 -3.4384 3.9002
H -2.3411 -0.4511 3.2747
H -3.1760 -1.6051 2.1803
H -5.4228 -1.7895 2.8871
H -5.7164 -1.3271 4.5739
H -5.8068 0.8663 3.7291
H -4.0332 0.7519 3.8765
H -4.8450 0.3881 2.2729
H -2.7249 -2.2285 -0.0158
H -2.4730 -2.3088 -1.8143
H -1.7910 0.0770 1.1681
H -2.9406 -0.1285 -0.1630
H -2.4931 2.1232 -1.0079
H -3.1389 2.0732 0.6311
H 1.0300 2.9264 2.5355
H -0.1934 3.8012 3.5255
H 1.3380 4.7593 1.1312
H 0.4359 5.7045 2.3333
H -0.4048 5.0438 0.9141
H 0.5389 0.5710 -3.0891
H -1.7951 2.6125 -3.0227
H -0.3721 2.7246 -4.0628
H 1.7690 2.8483 -3.2660
H 0.8454 4.4008 -3.4349
H 3.5871 3.9286 -2.9328
H 3.9558 4.5854 -1.2869
H 4.7607 2.4527 -1.0124
H 3.0477 2.1919 -0.4117
H 4.1794 0.7402 -2.1298
H -1.3396 1.2758 -5.1720
H -0.6154 -0.4939 -6.4285
H 1.4480 0.5136 -5.3146
H 1.6477 -1.0821 -6.1409
H 1.5227 -1.0524 -4.3358
Br -2.3576 -5.1001 3.2961
*
```

The value obtained for the LUMO energy is 1.758 eV.

Here are the Löwdin charges for atoms 1 to 8, given in e: number 1, C, carries -0.1273; number 2, C, carries -0.2215; number 3, C, carries -0.1691; number 4, C, carries -0.2158; number 5, O, carries -0.0438; number 6, C, carries -0.4081; number 7, O, carries -0.1213; number 8, C, carries -0.2922

Which highest occupied orbital energy belongs to each record? In order, -6.9608 -8.6093 -3.1830 eV.
Which maximum force belongs to each record? In order, 3.821 1.505 4.697 eV/Å.
Which HOMO-LUMO gap belongs to each record? In order, 6.323 7.585 4.941 eV.